{"formula": "C29H30NO4Zr", "method": "the ωB97M-V functional and the def2-TZVPD basis", "symbols": ["H", "C", "O", "C", "C", "C", "H", "C", "C", "H", "C", "H", "C", "H", "C", "H", "H", "C", "C", "H", "C", "H", "H", "H", "C", "H", "N", "C", "C", "C", "H", "H", "H", "O", "H", "C", "C", "C", "C", "C", "H", "H", "C", "H", "H", "C", "C", "H", "Zr", "H", "H", "C", "H", "H", "O", "H", "H", "C", "C", "H", "H", "H", "C", "C", "O"], "coordinates": [[-1.741, 2.496, 2.305], [2.157, 0.827, 0.648], [-0.544, 0.882, 2.342], [0.104, 1.920, -4.030], [0.210, -2.489, -0.032], [-1.219, 1.554, 4.556], [-1.363, -2.899, 2.933], [-1.095, 1.216, 5.900], [2.976, -0.394, -4.859], [-3.644, -2.662, -2.463], [-1.357, 0.758, -2.503], [-2.864, 3.816, 7.294], [2.914, -1.343, 0.901], [1.913, 1.767, 0.148], [-2.256, -0.429, -2.111], [-0.147, 2.321, -5.038], [4.687, 2.025, -3.154], [2.301, -0.426, -0.008], [-0.498, 0.725, 3.642], [-3.760, -2.199, -0.756], [-3.103, -2.664, -1.505], [2.882, 1.552, 2.648], [0.005, 2.674, -3.232], [2.164, -0.589, -1.093], [-1.061, -1.905, -0.299], [3.788, -1.021, 2.961], [-0.848, 0.775, -3.801], [0.256, -2.962, 1.338], [1.685, 0.125, -4.728], [-0.951, -2.608, -2.716], [-0.771, -3.652, -2.386], [0.949, -3.714, 1.738], [-2.886, -0.089, -1.276], [-2.179, 3.118, 2.904], [5.079, -0.072, -4.457], [-1.989, 2.708, 4.187], [2.768, 0.733, 1.939], [3.184, -0.645, 2.128], [-1.766, -1.856, -1.655], [2.572, 2.019, -3.481], [-0.510, 0.332, 6.175], [3.112, -1.350, -5.357], [-1.753, -1.882, 0.957], [-2.796, -1.595, 1.061], [-1.579, 0.731, -4.525], [3.853, 1.494, -3.620], [-2.418, 3.162, 6.534], [0.941, -2.761, -0.808], [0.854, -0.784, 2.078], [-1.514, -2.658, -3.656], [0.014, -2.126, -2.904], [-1.012, -2.590, 1.934], [2.358, 2.951, -2.943], [-1.551, 1.755, 7.921], [0.258, -0.257, 4.053], [-2.917, -0.650, -2.979], [0.811, -0.406, -5.116], [-1.687, 2.016, 6.874], [-2.567, 3.502, 5.191], [-2.930, -3.717, -1.218], [-3.102, 4.412, 4.933], [3.190, -2.375, 0.683], [1.498, 1.345, -4.073], [4.065, 0.314, -4.336], [-1.170, 1.745, -1.783]], "total_energy_ev": -41516.22845, "homo_lumo_gap_ev": 7.164, "total_charge": 1}